[1]
{
  "formula": "C21H41N2O12P2S",
  "method": "wB97M-V/def2-TZVPD",
  "species": ["H", "C", "H", "C", "H", "C", "H", "C", "O", "H", "C", "O", "H", "H", "H", "H", "P", "C", "C", "O", "C", "C", "O", "H", "C", "H", "H", "H", "H", "H", "H", "N", "H", "N", "O", "H", "H", "P", "H", "H", "H", "H", "H", "O", "H", "C", "S", "H", "C", "O", "H", "C", "O", "C", "O", "H", "C", "C", "H", "H", "H", "H", "O", "C", "C", "O", "C", "H", "H", "H", "H", "O", "C", "C", "H", "H", "H", "H", "H"],
  "positions_angstrom": [[0.625025, 8.465521, -3.294401], [2.219377, -0.861459, 1.024749], [-0.045318, -0.301592, -1.077830], [6.361812, -3.779328, -5.653320], [-3.689391, -5.822543, 1.415887], [2.761703, -1.086520, -4.573488], [-3.000736, -4.345695, 2.071990], [0.927961, 7.421656, -3.246468], [0.945301, 8.094106, -0.688741], [-4.487871, 2.622031, 1.195124], [-0.491293, 6.828670, 1.126580], [0.399968, -3.458244, -0.339052], [-4.350978, 0.859442, 0.947491], [-0.874705, 2.739568, 4.879322], [-3.542030, 2.008390, -0.181057], [-0.112701, 1.450932, 3.931880], [-3.449585, -4.250774, -0.345129], [-1.468461, 2.359190, 0.994870], [-2.541698, -2.653388, -0.570826], [2.176297, 0.698093, 6.890410], [-1.431508, -2.737209, -1.671303], [-1.125716, -0.324959, 1.872582], [2.346071, 0.952317, 4.651834], [4.222150, 0.640459, 6.518342], [3.423072, -0.002384, 6.882298], [3.124493, -0.611027, 1.529296], [0.743012, 6.950136, -4.207298], [2.930977, -1.157131, -3.497464], [0.741775, 2.999589, 4.202589], [-1.981466, -5.534679, 1.158056], [1.171168, -3.818910, -0.805891], [-0.087777, -2.404883, -1.139576], [6.670697, -3.938069, -4.621941], [-2.615174, 1.778113, 1.699994], [4.093902, -3.331641, -4.348868], [2.405928, -0.087008, -4.810304], [1.986982, 7.347930, -3.006859], [-1.197855, -4.388855, -2.550161], [-1.075058, -1.130835, 2.601238], [5.749718, -4.610918, -5.996720], [0.558844, -2.311985, -1.939877], [0.513743, 6.729058, 1.533107], [-1.622636, -2.046105, -2.492870], [-3.203803, -0.029859, 2.929854], [-1.251109, 1.785822, 0.080463], [-3.843801, 1.816709, 0.850969], [0.070376, -3.942500, -3.983010], [-5.753043, -4.889985, -0.100055], [0.259354, 7.174984, -1.040326], [-0.521636, 6.434784, -0.247585], [3.354042, -0.901644, 6.272864], [-2.945928, -5.042111, 1.235035], [0.141920, 6.711916, -2.284180], [4.535634, -2.474304, -5.069200], [-2.016545, -2.191494, 0.669455], [-0.578626, 2.327794, 1.624890], [-1.338804, -0.966367, 0.501297], [1.770728, 1.116582, 5.698444], [-5.585025, -3.734851, -1.391974], [2.013720, -1.813590, -4.887221], [-3.264153, -1.900839, -0.923395], [-5.577236, -3.157498, 0.293905], [3.979074, -1.278159, -5.281027], [-2.384048, 0.493011, 2.215924], [-5.260309, -3.958107, -0.376671], [5.651922, -2.543758, -5.782610], [0.070274, 2.260585, 4.638560], [3.628106, -0.281611, 7.911206], [-2.390292, -4.885266, -3.076883], [7.242392, -3.697728, -6.283100], [-1.156983, 6.158247, 1.664601], [0.605578, 1.747326, 5.852207], [1.206876, -1.096552, 0.429372], [-0.042482, -1.104786, -0.338294], [-2.024368, -0.324061, -0.075897], [-0.596093, -5.319657, -1.691506], [-0.845288, 7.850401, 1.246454], [-1.618661, 3.404664, 0.735425], [-0.239778, 0.302846, 1.913815]],
  "atomic_forces_ev_per_a": [[0.1, 0.0, 0.1], [-0.1, 0.0, -0.2], [0.2, -0.1, -0.1], [0.2, -0.2, -0.1], [0.0, 0.0, -0.1], [-0.3, 0.2, 0.0], [0.3, -0.1, 0.1], [0.1, 0.1, -0.3], [0.0, 0.1, 0.0], [-0.2, -0.1, -0.1], [0.0, 0.0, 0.3], [-0.4, 0.0, 0.1], [-0.2, 0.1, -0.1], [0.0, -0.1, 0.2], [-0.1, -0.1, 0.0], [0.1, 0.0, 0.0], [0.5, -1.7, -1.3], [0.3, -0.2, 0.2], [-0.1, 0.6, 0.8], [0.0, 0.0, 0.0], [-0.8, -1.1, 0.5], [-0.4, 0.5, -0.1], [0.0, 0.0, -0.1], [0.0, 0.0, -0.1], [0.2, -0.1, 0.1], [0.0, -0.1, 0.1], [-0.1, -0.1, 0.1], [0.0, -0.1, 0.0], [0.1, -0.1, -0.1], [0.1, 0.2, -0.1], [0.2, 0.0, -0.1], [0.5, 0.3, 0.2], [-0.1, 0.0, 0.0], [0.7, -0.6, -1.2], [-0.1, 0.0, 0.1], [0.2, 0.0, -0.1], [0.0, 0.1, 0.1], [0.9, 0.3, -1.5], [0.2, 0.1, 0.1], [-0.1, 0.0, 0.1], [-0.2, -0.2, -0.3], [0.0, 0.1, -0.1], [0.1, 0.1, 0.0], [-0.4, -0.2, -0.1], [0.1, 0.3, -0.1], [0.4, 0.3, 0.8], [0.2, 0.1, 0.4], [0.1, 0.0, 0.1], [-0.1, -0.1, -0.1], [-0.1, -0.1, 0.1], [0.0, 0.1, -0.1], [-0.8, 0.7, 0.2], [0.0, -0.1, 0.0], [0.2, 0.0, -0.1], [0.6, -0.2, -0.3], [-0.1, 0.1, 0.0], [-0.5, 0.7, 0.1], [-0.1, 0.0, 0.2], [0.2, 0.1, 0.0], [0.0, -0.1, 0.1], [0.0, -0.2, -0.1], [-0.2, -0.1, 0.0], [0.0, 0.0, 0.0], [-0.2, -0.2, 0.8], [0.3, 0.6, 0.5], [-0.1, 0.0, 0.0], [-0.3, 0.2, -0.2], [-0.1, 0.1, 0.0], [-0.1, 0.1, 0.5], [-0.1, 0.1, 0.0], [-0.1, -0.1, -0.2], [0.0, 0.0, 0.0], [-0.1, 0.5, -0.3], [0.3, -0.4, 0.5], [0.2, 0.1, -0.1], [-0.8, 0.0, 0.3], [0.1, 0.0, 0.0], [-0.3, -0.1, 0.0], [0.1, -0.3, -0.1]],
  "energy_ev": -79393.3565,
  "charge": 1,
  "relative_energy_kcal_mol": 0.0,
  "multiplicity": 1,
  "gap_ev": 8.6,
  "e_lumo_ev": -2.8
}

=====

[2]
{
  "formula": "C21H41N3O12P",
  "method": "wB97M-V/def2-TZVPD",
  "species": ["H", "O", "O", "C", "H", "H", "O", "C", "N", "H", "H", "C", "C", "O", "N", "H", "C", "H", "C", "H", "H", "H", "H", "H", "H", "C", "C", "N", "O", "H", "H", "C", "O", "H", "O", "H", "H", "H", "H", "O", "O", "H", "H", "H", "C", "O", "H", "H", "C", "C", "H", "P", "H", "C", "O", "C", "H", "H", "C", "C", "H", "H", "H", "C", "H", "H", "C", "H", "H", "C", "H", "H", "H", "H", "O", "C", "C", "H"],
  "positions_angstrom": [[10.348770, 1.206389, -3.619106], [-1.195494, -1.691489, -1.732328], [7.294617, -0.637637, -1.338956], [-2.178284, 1.722472, 2.309600], [4.817574, -0.419853, -2.305258], [1.445485, -1.121101, 1.133858], [-2.907257, 2.549654, 2.672000], [-5.896330, -0.687856, 0.159946], [-6.652624, 1.969632, 1.978067], [-11.466048, -2.413401, 0.303891], [13.569293, 3.367269, 0.654138], [-1.950454, -1.126446, 0.519408], [-9.494709, -4.090114, -0.160520], [12.383504, 2.723291, -2.810050], [-1.644604, 0.331325, 0.651627], [0.760966, -0.134617, 2.525427], [2.543749, 0.756504, 1.613393], [1.373062, 2.677589, -0.224170], [13.394943, 3.216733, -0.410061], [-1.805635, -1.611885, 1.526838], [13.616133, 4.147697, -0.933614], [-4.734444, -1.347787, 1.936732], [-0.254377, 4.452490, -0.510506], [-6.450296, 0.807783, -1.344762], [-12.364350, -3.617191, 1.240232], [-0.680280, 3.407207, -0.440684], [-6.122713, 0.827290, -0.262437], [-1.705670, 0.588264, 2.091369], [5.285009, -1.035307, -0.372452], [-7.451694, 2.522562, 0.081806], [-6.786433, -1.035042, 0.758114], [-3.440826, -1.426471, 0.085746], [-10.740152, -4.360815, 0.257540], [-7.419085, -5.955251, -1.780460], [6.951156, -0.492012, 0.897227], [-6.925645, 2.953507, 2.092837], [-7.647260, -4.218253, -2.027997], [2.377245, 1.746141, 2.106767], [2.986348, 0.942071, 0.602477], [-0.173537, -2.746309, -0.027160], [-8.904221, -3.055479, 0.002951], [3.690477, -1.549471, -1.539891], [-3.574652, -1.211052, -1.011041], [3.254649, 0.170481, 2.248505], [4.743233, -1.302015, -1.668311], [12.024622, 2.859110, -0.575487], [8.542756, 0.792101, 0.519053], [0.558702, 2.844979, 1.366931], [0.387546, 2.517744, 0.295224], [6.579158, -0.714965, -0.370780], [-7.260458, 1.488077, 2.652894], [0.045528, 0.673697, 0.211372], [5.246846, -2.153205, -2.127967], [-1.022127, -1.904591, -0.519509], [-9.023885, -5.171326, -0.790577], [-7.693241, -5.021697, -1.292256], [8.786414, 1.803239, -3.046039], [-5.850371, -1.345241, -0.748348], [8.323697, -0.136169, 1.048826], [11.663591, 2.641097, -1.847751], [-10.811030, -3.032457, 1.854938], [8.507684, 0.018849, 2.110879], [-4.237060, 0.275572, 1.282442], [9.839299, 2.054545, -3.161044], [-5.165752, 1.423311, -0.251645], [-3.552484, -2.548708, 0.176722], [-11.368018, -3.285324, 0.951906], [8.971365, -0.940864, 0.697852], [-1.641777, 3.522611, 0.133721], [-7.181662, 1.581320, 0.628455], [14.047131, 2.415116, -0.759013], [-0.888471, 3.090294, -1.494400], [9.917915, 2.939125, -3.794327], [-8.053829, 0.889584, 0.756953], [10.367698, 2.317438, -1.859877], [-4.536289, -0.762152, 1.001464], [1.200081, -0.093728, 1.496075], [-6.992715, -4.836878, -0.477416]],
  "atomic_forces_ev_per_a": [[0.1, 0.1, 0.0], [-0.6, 0.3, 0.4], [0.0, 0.0, 0.1], [-1.0, -2.8, 0.4], [0.1, -0.1, 0.0], [-0.5, 0.8, 0.3], [0.5, 1.3, 0.1], [0.4, 1.1, 0.7], [-1.3, 0.1, -0.3], [0.2, 0.0, 0.1], [-0.3, -0.1, 0.0], [-0.7, -1.6, -0.2], [0.1, -0.1, -0.1], [0.0, 0.0, 0.2], [1.7, -0.2, 0.4], [0.2, -0.1, -0.9], [-0.5, -0.4, 0.0], [-0.9, -0.5, 0.5], [0.3, 0.1, 0.1], [0.1, 0.6, -1.0], [0.0, -0.1, -0.1], [0.5, 0.4, -0.7], [-0.4, -1.0, 0.0], [0.0, 0.3, 1.1], [0.1, -0.2, -0.1], [0.3, 0.8, 0.3], [-0.3, -0.3, -0.5], [-0.5, 2.3, 0.5], [0.4, 0.1, 0.1], [-0.1, -0.9, 0.4], [0.8, 0.3, -0.5], [0.4, -0.2, 0.7], [0.1, -0.1, -0.1], [-0.3, 0.0, 0.1], [0.0, 0.0, -0.1], [0.4, -0.5, 0.1], [0.0, 0.1, 0.2], [0.1, -0.8, -0.4], [-0.2, -0.2, 0.8], [-1.6, 1.6, -0.1], [-0.2, -0.1, 0.0], [0.1, 0.1, 0.2], [0.2, 0.2, 1.1], [-0.4, 0.6, -0.7], [-0.4, -0.1, -0.3], [-0.1, 0.0, -0.1], [0.0, -0.1, -0.1], [-0.4, 0.0, -1.1], [-0.4, 0.5, 0.9], [-0.4, -0.1, 0.1], [0.6, 0.2, -0.1], [1.0, -0.9, -2.0], [0.1, 0.1, 0.0], [1.6, -1.5, 0.1], [-0.2, 0.1, 0.1], [0.4, 0.0, -0.2], [0.1, 0.0, 0.3], [0.1, 0.6, 0.8], [0.3, 0.1, 0.1], [-0.2, -0.1, 0.0], [0.1, 0.1, -0.1], [-0.3, -0.1, 0.0], [-0.3, -0.9, -0.1], [-0.3, -0.1, -0.3], [-0.8, -0.7, 0.1], [0.1, 1.0, -0.2], [-0.2, 0.2, 0.2], [0.0, 0.1, -0.1], [0.9, -0.4, -0.6], [0.6, -0.4, -0.8], [0.0, 0.1, -0.1], [0.1, -0.1, 1.0], [0.2, -0.1, 0.0], [0.4, 0.8, -0.3], [0.2, 0.1, 0.1], [-0.6, -0.5, -1.0], [0.5, 0.9, 0.6], [-0.1, 0.2, -0.1]],
  "energy_ev": -60769.9182,
  "charge": -1,
  "multiplicity": 1,
  "gap_ev": 6.3,
  "e_lumo_ev": 2.0
}

=====

[3]
{
  "formula": "C21H42BBrFN2O3P2",
  "method": "wB97M-V/def2-TZVPD",
  "species": ["H", "C", "H", "C", "H", "H", "H", "O", "H", "C", "O", "H", "H", "H", "C", "C", "N", "N", "H", "H", "H", "H", "B", "H", "H", "H", "H", "C", "H", "H", "F", "H", "C", "C", "H", "H", "P", "C", "H", "C", "C", "H", "H", "H", "P", "H", "C", "C", "C", "H", "C", "H", "H", "H", "H", "H", "H", "C", "H", "Br", "O", "C", "H", "H", "H", "H", "H", "C", "H", "C", "C", "H", "C"],
  "positions_angstrom": [[-0.325995, -2.130213, 0.770874], [-0.923284, -2.699234, 0.053999], [-4.337775, -0.077859, 0.882030], [-2.025771, 3.428274, -1.703120], [-3.837282, 3.514599, 2.170889], [1.861854, 1.237397, 0.647887], [4.521805, -1.496049, 2.181576], [7.494777, -2.072222, 1.292565], [-5.425325, 4.012001, 1.593892], [-4.851807, 3.165052, 1.967153], [5.455688, -1.272720, 2.132717], [-2.733691, -1.874512, 0.865738], [-4.396857, 4.547602, -0.786783], [-4.252443, 0.620970, 2.476517], [0.002604, 0.584729, -0.129788], [-2.286756, 1.912396, -1.642816], [1.454777, -4.908546, 0.972620], [3.446047, -3.877784, -2.525153], [-2.027303, 0.219841, 1.902830], [-2.662849, 3.816978, -2.499545], [0.501458, 2.045008, 1.384473], [-5.293500, 2.859030, 2.915908], [6.156429, -1.917534, 1.141255], [1.546105, 3.497029, -2.514480], [0.079609, -0.231133, 0.592559], [-1.834349, 1.474148, -2.540659], [-1.410343, 4.926164, -0.279043], [2.563261, -4.611714, 0.937093], [-3.458448, -0.606798, -1.185014], [-0.600603, -3.657361, -1.866291], [3.224121, -1.996497, 0.197186], [-2.959162, -2.797808, -0.594802], [3.723200, -3.538602, -1.464522], [-2.398856, -0.789585, -0.978637], [-0.049494, -1.981115, -1.826486], [1.956601, 3.502552, -0.026489], [5.154395, -5.560053, 0.651339], [4.121096, -3.034064, -0.130755], [4.515081, -7.334337, -0.293703], [-2.510301, 0.996604, 1.298451], [-0.136938, -2.896736, -1.236861], [-5.906664, 1.674342, 0.850016], [-2.185175, 1.937373, 1.747781], [-2.308366, 3.627463, 0.456669], [-1.775027, 0.781449, -0.331936], [6.181254, -3.275724, -0.564610], [1.150073, 2.916815, -0.470663], [-4.875155, 2.009340, 0.970708], [0.899309, 1.703350, 0.425122], [4.143164, -3.733982, 1.918108], [-3.515140, 5.132044, -0.516538], [0.407784, 0.181944, -1.060096], [7.837664, -1.551372, 2.030698], [-1.946385, -0.941761, -1.961501], [0.277492, 3.570817, -0.443516], [5.543058, -1.714954, -1.000228], [0.872714, -3.226051, -1.008653], [-4.030995, 0.818234, 1.426273], [-3.358153, 1.731989, -1.773048], [5.517262, -6.017088, 2.807694], [4.042453, -6.645711, 0.200400], [3.941851, -4.139249, 0.926781], [2.497795, 2.117006, -1.976289], [-4.554799, 2.358340, -0.014708], [-1.012126, 3.589924, -2.068287], [-3.714091, 5.621304, 0.436497], [-1.061283, -3.672573, 0.525304], [-2.262197, 4.261394, -0.431006], [0.793326, 1.918787, -2.388124], [1.515582, 2.587704, -1.914524], [5.535602, -2.469085, -0.213784], [-3.385728, 5.912222, -1.266703], [-2.304875, -2.062187, -0.122443]],
  "atomic_forces_ev_per_a": [[0.0, 0.0, 0.0], [0.1, 0.1, 0.0], [0.0, 0.0, 0.0], [0.3, 0.1, 0.1], [0.0, 0.0, 0.0], [0.0, -0.1, 0.0], [-0.1, 0.4, -0.2], [0.1, 0.4, -0.2], [0.0, 0.0, 0.0], [0.0, 0.0, -0.1], [0.0, -0.4, 0.1], [-0.1, 0.0, 0.0], [0.0, 0.0, 0.0], [0.1, 0.0, 0.0], [0.5, 0.1, 0.3], [-0.2, 0.4, -0.5], [0.1, 0.0, 0.0], [0.0, -0.1, 0.1], [0.1, 0.0, -0.1], [-0.1, -0.1, 0.0], [0.0, 0.0, 0.0], [0.0, 0.0, 0.0], [0.0, 0.2, 0.1], [0.1, 0.0, 0.0], [-0.1, -0.1, -0.1], [0.0, -0.1, 0.1], [0.0, 0.0, 0.0], [-0.3, 0.2, 0.2], [0.0, 0.1, 0.0], [0.0, 0.0, 0.0], [0.1, -0.2, 0.0], [0.0, 0.0, 0.0], [-0.1, 0.2, -0.1], [-0.3, -0.2, -0.1], [0.0, 0.0, 0.0], [0.0, 0.0, 0.0], [0.3, 0.2, 0.1], [0.1, 0.1, -0.2], [-0.4, -0.1, 0.0], [0.0, 0.1, 0.5], [0.0, 0.0, 0.1], [0.0, 0.0, 0.0], [0.0, 0.0, -0.1], [0.0, 0.0, 0.0], [0.0, -0.3, -0.2], [0.1, 0.0, -0.1], [-0.2, 0.0, 0.0], [0.0, 0.1, 0.1], [0.0, 0.2, 0.0], [0.2, 0.1, 0.0], [0.0, -0.1, 0.1], [-0.1, 0.0, -0.1], [0.0, -0.2, 0.1], [0.1, 0.0, 0.0], [0.0, 0.0, 0.0], [0.0, 0.2, 0.1], [0.0, -0.1, 0.0], [-0.1, 0.0, -0.3], [0.0, -0.1, 0.2], [-0.1, 0.0, 0.0], [0.4, -0.3, -0.2], [-0.2, -0.1, 0.0], [0.0, -0.1, 0.0], [0.0, 0.0, 0.0], [0.0, -0.1, 0.1], [0.0, 0.0, 0.0], [0.0, 0.0, 0.0], [-0.1, 0.1, -0.1], [0.0, 0.0, 0.0], [0.0, 0.1, 0.1], [-0.2, -0.5, 0.3], [0.0, 0.0, -0.1], [0.1, -0.1, 0.2]],
  "energy_ev": -123593.5211,
  "charge": 1,
  "relative_energy_kcal_mol": 0.0,
  "multiplicity": 1,
  "gap_ev": 9.9,
  "e_lumo_ev": -2.0
}